Record 1
Below is a molecular structure, C28H39AsN14SSr, with properties calculated with wB97M-V/def2-TZVPD.

Computed properties:
charge: +2
energy above the lowest of the compared OMol25 structures with the same formula, charge and spin: 0.0 kcal per mole
largest force on an atom: 0.523 eV/Å
E: -123036.598 eV

Geometry as XYZ:
```
84
Properties=species:S:1:pos:R:3:forces:R:3:nbo_charge:R:1
H -4.12693 0.70668 -2.03716 0.02 0.00 -0.01 0.2175
N 0.82948 0.88698 2.20799 0.12 0.20 -0.03 -0.7143
H 2.15896 -6.97305 -2.41214 0.00 0.00 0.01 0.4255
H -2.24509 -1.64283 5.24997 0.00 -0.01 0.01 0.2337
N 0.45245 -2.83788 -1.33879 0.09 -0.24 0.00 -0.7410
N 0.78864 -5.20026 -1.35635 0.05 -0.06 -0.02 -0.5626
H -5.14164 -1.83997 -0.88461 -0.01 0.01 -0.01 0.4308
H 4.64441 0.84796 3.38427 0.00 -0.01 -0.01 0.2600
H -0.66628 1.84521 -2.51434 -0.07 -0.03 -0.01 0.2097
S -2.69189 -1.35594 0.07865 0.04 -0.03 0.00 -0.4486
H -2.71473 -2.71914 -3.26570 -0.02 -0.02 0.00 0.4126
H 2.63265 -2.18972 -4.61131 0.00 0.00 0.00 0.2581
N 1.48808 2.22186 5.91890 0.02 -0.01 0.02 -0.7343
C 0.18495 -4.11103 -0.91490 -0.05 0.14 0.05 0.6112
C 2.78911 -0.03983 -4.47488 0.00 -0.01 0.00 -0.1301
C 5.10312 -1.25476 0.77637 0.00 -0.01 -0.02 -0.2157
C 4.43427 0.21958 2.53163 -0.05 0.05 0.05 -0.1891
C -0.56045 3.29248 -0.93203 -0.02 -0.07 0.02 -0.2197
As -0.83606 -2.07827 3.18904 0.21 0.02 -0.05 0.7697
C -3.28040 2.86912 -0.63384 0.00 0.00 0.02 -0.2333
H -6.20186 -2.59988 -2.78227 -0.01 0.00 0.02 0.2480
C 3.12314 0.08126 2.09995 0.20 -0.10 -0.09 0.1404
H -1.40145 -2.28979 -2.20959 0.05 -0.04 0.00 0.4285
H -1.88613 -4.07814 4.35080 0.01 0.00 0.00 0.2382
H 1.63740 1.67814 -1.81677 0.01 -0.04 -0.01 0.2040
C 0.65979 -2.26284 4.43256 -0.03 0.02 0.04 -0.9449
N 1.47040 -0.36295 -2.04954 0.02 -0.01 -0.08 -0.5372
C 3.77177 -1.33845 0.41065 -0.10 0.08 0.08 0.0415
H -4.83474 -3.68865 -3.01615 0.01 -0.01 0.00 0.2134
H 0.49681 3.48573 -1.07496 -0.01 0.00 0.02 0.2127
H 0.35679 -2.79823 5.33111 -0.02 -0.01 0.01 0.2376
C 1.39533 -2.77497 -2.29423 0.22 0.01 -0.06 0.4495
H 6.46817 -0.35948 2.17242 -0.01 0.00 0.00 0.2444
N -4.53763 -2.11094 -1.64345 -0.07 0.00 0.00 -0.5615
C 2.51496 1.05436 -3.67188 0.03 0.02 -0.05 -0.2254
H -2.65436 0.50995 -3.00826 0.00 -0.01 0.01 0.2069
H -4.82543 -2.05275 -3.73177 0.00 0.01 0.00 0.2108
C 1.85946 0.84338 -2.47224 -0.04 -0.07 0.10 0.0481
H -3.00668 -0.92608 3.81090 -0.01 -0.01 -0.01 0.2410
N -0.74860 -4.25149 0.03873 0.04 0.06 -0.06 -0.7899
C -3.23640 -1.97711 -1.42008 -0.04 -0.07 -0.10 0.3626
H 2.40468 2.12460 6.31929 0.00 0.00 0.00 0.4224
C 1.76238 -1.42080 -2.82073 0.01 0.08 0.04 0.1287
C 1.26457 1.80620 4.67635 -0.03 0.03 -0.02 0.6087
C -0.11656 1.54101 2.92928 -0.02 -0.06 -0.16 0.6168
H -1.38502 -3.48925 0.24623 -0.01 -0.01 0.01 0.4197
H -3.78059 1.82116 -3.35458 0.01 -0.01 0.01 0.2401
C 2.02059 0.78849 2.81927 -0.17 0.12 0.14 0.4563
H -0.84678 -4.59757 3.01000 0.00 0.00 -0.01 0.2322
N 2.06251 -3.78536 -2.79424 -0.09 0.01 -0.04 -0.5465
C -2.63026 3.79952 0.16573 -0.02 0.00 -0.04 -0.2116
H 3.29535 0.08320 -5.42296 -0.01 0.00 0.01 0.2456
N 2.79494 -0.68589 1.04992 0.10 0.00 0.04 -0.5443
N 2.30401 1.24415 4.01604 0.05 -0.09 -0.01 -0.5440
N -2.39242 -2.35639 -2.38439 -0.06 0.12 0.03 -0.7977
N 2.38143 -6.05360 -2.75301 0.03 0.00 -0.04 -0.7292
N 0.03872 1.97211 4.16837 0.02 0.03 0.06 -0.5688
H 3.47341 -1.95199 -0.43322 0.00 0.00 0.01 0.1975
C -1.59345 -3.86891 3.32293 -0.03 0.01 0.01 -0.9421
H -2.47003 -3.95093 2.68047 0.00 0.01 0.01 0.2323
H 2.80151 2.05553 -3.96286 0.00 -0.02 0.00 0.2473
H -4.34885 2.72109 -0.52252 0.03 0.00 0.00 0.2228
C -2.58873 2.14751 -1.60585 0.02 0.03 -0.05 0.0941
C 1.72535 -4.99899 -2.28565 -0.04 0.01 0.03 0.6101
C -3.32532 1.23801 -2.55114 0.00 0.02 0.05 -0.6597
C -1.26573 4.01759 0.01885 0.02 0.02 -0.03 -0.2360
C 5.43801 -0.45543 1.85658 0.02 0.00 0.00 -0.1335
H 0.75020 2.66349 6.43948 0.00 0.01 -0.01 0.4238
H 1.48106 -2.79899 3.95830 0.00 -0.02 0.00 0.2314
H -0.76122 4.75756 0.62676 -0.01 -0.01 -0.01 0.2315
H -1.62826 -0.11985 4.57413 0.00 0.01 0.02 0.2345
H -3.19422 4.37173 0.89207 0.00 -0.01 -0.01 0.2307
C 2.41781 -1.30130 -4.03671 0.00 -0.05 0.01 -0.1939
H -0.99669 -5.18899 0.30820 -0.01 -0.01 0.00 0.4249
H 5.85228 -1.80466 0.22358 -0.01 0.02 0.02 0.2430
C -1.21745 2.36205 -1.73573 0.02 0.06 0.09 -0.2929
Sr 0.30878 -0.78360 0.31135 -0.52 0.07 -0.06 1.7723
N -1.32747 1.71208 2.35127 0.10 -0.12 0.06 -0.7822
C -2.06431 -1.08710 4.33127 -0.02 -0.03 -0.05 -0.9347
H 1.01279 -1.27167 4.71974 0.02 0.00 -0.01 0.2264
H 3.07897 -5.93133 -3.46623 0.00 0.00 0.00 0.4226
C -5.12117 -2.64669 -2.86481 0.02 0.03 0.02 -0.4405
H -1.39025 1.80711 1.34817 0.01 0.01 0.02 0.4123
H -1.98626 2.26586 2.87577 0.00 0.02 -0.01 0.4210
```
Positions in Å, forces in eV/Å.


Record 2
Below is 15 unconnected molecules or ions with the total composition C13H56O15 in a non-equilibrium geometry, with properties calculated with wB97M-V/def2-TZVPD.

Computed properties:
charge: +1
multiplicity: 2
largest force on an atom: 3.218 eV/Å
E: -45091.061 eV
⟨S²⟩: 0.75

Geometry as XYZ:
```
84
Properties=species:S:1:pos:R:3:forces:R:3:mulliken_spin:R:1
H -8.21234 33.00435 24.16564 0.21 -0.12 0.41 0.0000
H -3.17608 31.99348 30.39960 -0.03 0.10 0.16 0.0000
H -5.56605 26.54377 28.05153 -0.05 -0.47 -0.01 0.0000
H -6.54606 30.71781 27.37102 -0.17 -0.21 0.04 0.0002
H -5.60682 32.99309 27.57654 0.12 -0.22 0.00 0.0000
H -4.55109 34.63992 21.50609 0.32 -0.23 0.09 0.0005
H -8.28012 30.30333 24.75972 0.15 -0.07 -0.21 0.0000
H -6.85650 34.12328 24.69276 -0.57 0.04 0.32 -0.0007
H -7.85029 31.73717 21.94696 1.06 -0.56 1.21 0.0004
H -4.48294 28.20700 26.81768 0.19 0.20 -0.09 0.0000
H -2.66031 30.39057 26.64301 0.06 -0.27 0.38 0.0000
C -5.59485 28.71080 19.95521 -0.28 0.39 0.41 -0.0001
H -9.54183 33.62688 21.75357 0.05 -0.71 0.33 0.0000
O -8.59790 31.99432 21.40735 -0.21 1.06 -1.26 -0.0032
H -5.25524 28.11532 18.02671 -0.02 -0.09 -0.62 0.0000
H -7.20672 33.90201 23.04365 0.04 -0.04 -0.41 0.0018
C -7.19784 33.36254 23.99074 1.45 0.24 -0.22 -0.0003
H -5.11921 27.00538 25.68253 0.05 -0.25 0.06 0.0000
H -6.09886 31.93141 25.04842 -0.09 -0.91 -0.04 0.0012
O -9.19170 36.05205 24.10389 0.29 0.22 0.09 0.0001
H -2.55593 35.81960 21.36029 -0.18 0.00 0.11 -0.0003
O -8.57280 30.05428 25.63639 -0.81 0.56 0.05 0.0000
C -2.91552 31.23010 27.28967 0.10 0.49 -0.13 0.0000
H -5.11317 32.65150 23.83152 -0.05 0.17 -0.42 0.0004
C -7.63933 34.76580 19.68201 1.59 -0.45 -1.34 0.1025
H -7.12335 26.69059 27.24979 -0.06 0.43 0.00 0.0000
O -6.15374 28.77544 25.69815 0.38 -0.20 0.16 0.0000
H -2.31397 34.40421 23.15844 0.30 0.07 -0.14 0.0000
C -5.92909 28.84251 18.47972 2.20 -0.21 0.78 0.0001
H -10.68548 34.37652 21.10392 -0.48 0.08 0.00 0.0001
C -2.88619 30.96453 28.77537 0.89 -0.44 0.17 0.0000
O -6.94213 37.00355 25.61555 0.62 0.08 0.07 0.0000
H -4.48142 36.72139 22.96997 -0.04 0.15 -0.09 -0.0003
O -2.45600 31.35406 23.30467 0.01 -0.96 -0.40 0.0000
H -3.16046 34.44331 24.41295 -0.18 0.10 0.41 0.0000
O -2.94706 33.89123 23.66069 -0.16 0.43 -0.17 -0.0001
C -4.53871 35.64553 21.08576 0.95 0.65 0.46 -0.0012
O -6.50206 31.29781 23.04376 0.28 0.14 0.36 0.0041
O -3.36933 32.11646 29.46732 -0.52 -0.31 -0.36 0.0000
O -9.96880 34.48324 21.72939 0.27 0.59 -0.26 0.0022
H -3.74410 30.11507 23.32188 1.03 0.76 0.11 0.0000
H -6.55189 33.36848 29.00088 -0.01 -0.47 0.26 0.0000
H -7.82961 29.58272 26.01257 0.44 -0.35 -0.03 0.0000
O -4.46540 29.51387 23.50766 -0.70 -0.50 0.01 0.0000
H -5.66333 28.95207 24.89198 -0.04 0.48 -0.20 0.0000
H -4.54778 28.94575 20.14635 0.13 -0.17 -0.26 0.0000
C -5.39384 27.78497 26.39311 -0.92 0.01 0.36 0.0000
O -6.11593 30.83558 29.43245 -0.67 -0.95 -0.22 0.0000
H -3.91822 31.54439 26.99997 -0.05 0.10 -0.01 0.0001
H -9.72022 35.49811 24.67839 -0.18 -0.11 0.21 0.0000
O -3.20732 36.06653 20.69975 -0.99 -0.42 -0.35 0.0045
H -7.63625 33.03151 20.35815 -1.42 -2.30 1.75 -0.0048
H -7.43663 28.66181 17.29833 0.01 -0.10 -0.07 0.0000
H -1.88351 30.78237 29.16212 0.34 -0.10 -0.42 0.0000
H -6.13649 29.42200 20.57886 -0.34 0.02 0.02 0.0000
H -8.77838 31.22610 20.86559 -0.36 -0.49 -0.18 -0.0002
H -5.44734 37.55945 21.69314 0.42 0.07 0.02 -0.0009
C -6.84617 31.25763 28.26913 1.31 1.91 1.21 -0.0003
H -2.20913 32.02970 27.06661 -0.10 0.17 -0.12 0.0000
C -6.22924 27.24192 27.54080 1.27 -0.43 0.30 0.0000
H -5.20449 31.13014 29.36828 0.05 0.37 -0.11 0.0000
H -7.22459 36.55042 26.40999 -0.05 -0.03 0.25 0.0000
O -7.24789 28.56006 18.23409 -1.58 -0.04 -0.02 0.0000
H -5.80206 27.70646 20.32464 -0.03 0.01 -0.06 0.0000
H -8.69625 34.58027 19.49065 -0.49 0.16 -0.23 0.0638
H -4.07560 28.64245 23.43759 -0.01 -0.34 -0.18 0.0000
H -5.13459 35.58141 20.17531 0.23 0.34 -0.18 0.0013
H -9.46953 35.81436 23.21926 -0.21 -0.16 -0.34 -0.0001
H -3.41590 30.03707 28.99293 -0.59 0.09 0.23 0.0000
C -6.54334 32.77204 28.08858 -0.88 -0.16 -0.75 0.0001
H -7.02802 35.34362 18.98881 -0.54 0.18 0.03 0.0073
C -6.11445 32.25899 24.00892 -1.69 1.76 0.52 0.0002
H -1.67808 31.39144 23.86117 0.18 -0.12 0.16 0.0000
H -6.05751 36.13550 22.47779 -0.20 -0.02 0.32 -0.0002
H -7.70655 35.24564 20.65840 -0.06 0.32 0.95 0.0950
H -6.35333 27.98795 28.32576 -0.65 0.30 -0.33 0.0000
O -7.02148 33.53605 19.82047 0.73 1.91 -0.89 0.7234
H -7.35752 33.17041 27.48318 0.01 0.25 -0.32 0.0000
H -7.90927 31.15526 28.48696 0.16 -0.37 -0.08 0.0000
H -5.78070 30.66797 23.11109 0.03 -1.22 -0.60 -0.0002
H -2.81374 32.24147 23.33237 -0.10 0.55 0.18 0.0000
H -5.61825 29.82692 18.12987 -0.10 0.27 -0.15 0.0000
H -7.59166 36.75943 24.95621 -0.49 -0.08 -0.29 0.0000
C -5.14214 36.60035 22.11155 -0.52 -0.50 -0.40 0.0035
```
Positions in Å, forces in eV/Å.


Record 3
Below is a single C16H18N2O2 molecule in a non-equilibrium geometry, with properties calculated with wB97M-V/def2-TZVPD.

Computed properties:
charge: 0
energy above the lowest of the compared OMol25 structures with the same formula, charge and spin: 60.8 kcal per mole
SMILES: CC[C@H]1C(=O)N2C=Cc3ccccc3[C@H]2N(CC)C1=O
largest force on an atom: 4.909 eV/Å
E: -23957.937 eV

Geometry as XYZ:
```
38
Properties=species:S:1:pos:R:3:forces:R:3:nbo_charge:R:1
H -1.64221 2.09637 -1.87556 -0.32 -0.02 0.15 0.2245
H -1.29342 1.07909 4.23870 -0.16 0.13 0.73 0.2105
H 0.62222 3.23932 1.87592 -0.25 2.10 0.72 0.2579
O 2.98161 2.36133 1.64980 0.82 0.75 0.28 -0.5869
H -0.36431 4.06360 -2.00418 -0.40 -0.10 -0.45 0.2220
C 0.35854 1.29172 2.86855 -1.59 1.82 -0.62 -0.3614
N -0.08188 1.36324 -0.75905 1.34 -0.68 1.11 -0.4890
C 1.74677 -1.64832 0.56500 -0.69 -0.44 1.11 -0.0803
N 2.21769 1.03121 0.03878 -2.63 -0.25 -0.94 -0.4805
C 0.04255 3.20995 -2.55572 1.08 -0.80 2.49 -0.6293
H 1.34619 0.03881 -1.62002 0.40 0.09 -1.53 0.2150
H 4.23234 0.58558 0.01267 0.60 0.04 0.73 0.2177
C -0.36410 2.07068 0.44165 0.37 0.88 -0.77 0.7075
C 1.53575 -2.86705 1.23029 0.22 0.23 -0.57 -0.1973
H 0.07035 -4.44702 1.61425 0.49 0.69 0.40 0.2214
H -1.79631 1.85704 2.77166 0.69 0.00 0.53 0.2221
C 0.67826 -0.89996 0.14012 -0.58 0.08 -1.65 -0.0254
H -1.87842 -3.05935 0.97178 1.01 0.46 -0.34 0.2212
C 1.01421 0.38538 -0.68561 -0.16 0.84 3.63 0.1427
H -1.34923 -0.78816 -0.17412 -1.57 0.53 -0.56 0.2213
C -0.99145 1.85263 3.55123 -0.05 0.41 -1.42 -0.6297
C 3.07226 -1.14889 0.43758 1.86 0.72 -0.01 -0.2456
C 0.30353 -3.41073 1.32594 -3.54 0.48 -1.01 -0.1974
C 3.28437 0.16556 0.28813 0.71 -1.00 -1.67 0.0292
H 1.12170 3.25623 -2.22948 -0.76 -0.31 -1.04 0.2118
C 0.68348 2.25666 1.57509 -1.56 -4.55 -0.97 -0.3935
C 2.01595 1.96809 1.04201 1.43 -0.91 0.76 0.6921
H 3.92574 -1.84825 0.50649 -0.55 0.56 -0.03 0.2256
H 1.16121 1.32770 3.57195 0.75 0.48 0.32 0.2200
H 2.39892 -3.35727 1.60773 0.59 -0.60 0.21 0.2127
H -0.14039 3.23003 -3.60467 0.23 0.54 -0.77 0.2176
C -0.85582 -2.63505 0.82834 1.12 -1.74 0.63 -0.2001
H -1.05615 2.93178 3.99936 0.85 -2.15 -0.68 0.2215
H -0.60337 1.13256 -2.82606 0.50 -0.28 0.35 0.2025
O -1.33515 2.77880 0.49878 -1.02 0.23 -0.20 -0.5929
H 0.26212 0.20651 2.64587 -0.27 0.83 -0.41 0.2192
C -0.62147 -1.44621 0.18126 1.46 0.28 1.31 -0.2178
C -0.59333 1.88512 -2.03572 -0.41 0.66 0.16 -0.2093
```
Positions in Å, forces in eV/Å.